Run one
The following is a DFT calculation (ωB97M-V/def2-TZVPD) of 7 unconnected molecules or ions with the total composition C28H42O14.

Its SMILES is O=C1CCCO1.O=C1CCCO1.O=C1CCCO1.O=C1CCCO1.O=C1CCCO1.O=C1CCCO1.O=C1CCCO1. As for the orbital gap: 9.440 eV.

Atoms and positions in Å:
1 O -23.729 9.956 -16.852
2 C -23.802 8.929 -16.142
3 O -23.629 7.683 -16.607
4 C -23.692 6.750 -15.539
5 C -24.413 7.458 -14.423
6 C -24.098 8.894 -14.667
7 H -22.667 6.501 -15.262
8 H -24.396 5.940 -15.731
9 H -24.140 7.199 -13.400
10 H -25.500 7.396 -14.480
11 H -23.233 9.200 -14.078
12 H -24.977 9.528 -14.548
13 O -30.078 8.219 -14.044
14 C -31.056 8.162 -13.303
15 O -31.501 9.252 -12.631
16 C -32.570 8.910 -11.839
17 C -32.758 7.381 -11.889
18 C -31.850 6.943 -13.066
19 H -33.438 9.351 -12.330
20 H -32.551 9.435 -10.883
21 H -33.811 7.100 -11.896
22 H -32.397 7.091 -10.902
23 H -32.377 6.596 -13.954
24 H -31.224 6.065 -12.906
25 O -25.780 6.323 -18.060
26 C -26.905 6.090 -17.686
27 O -27.116 6.014 -16.352
28 C -28.416 5.840 -15.944
29 C -29.250 5.764 -17.298
30 C -28.222 5.589 -18.417
31 H -28.795 6.705 -15.399
32 H -28.609 4.894 -15.437
33 H -29.776 6.707 -17.450
34 H -30.002 4.988 -17.152
35 H -28.395 6.299 -19.227
36 H -28.112 4.553 -18.738
37 O -28.384 8.786 -18.742
38 C -27.991 9.565 -17.860
39 O -28.866 10.471 -17.446
40 C -28.320 11.191 -16.399
41 C -26.996 10.623 -16.125
42 C -26.854 9.337 -16.940
43 H -28.900 10.931 -15.514
44 H -28.252 12.270 -16.538
45 H -27.016 10.269 -15.094
46 H -26.195 11.362 -16.095
47 H -26.796 8.376 -16.429
48 H -25.935 9.522 -17.496
49 O -25.710 8.620 -24.531
50 C -26.128 8.448 -23.365
51 O -25.334 8.507 -22.189
52 C -26.115 8.295 -21.037
53 C -27.584 7.885 -21.597
54 C -27.582 8.657 -22.970
55 H -26.164 9.198 -20.429
56 H -25.722 7.440 -20.487
57 H -28.492 7.951 -20.997
58 H -27.422 6.812 -21.691
59 H -27.754 9.733 -22.926
60 H -28.239 8.135 -23.665
61 O -24.506 0.422 -18.712
62 C -25.651 0.859 -18.527
63 O -26.717 0.080 -18.988
64 C -27.855 0.915 -18.828
65 C -27.593 1.856 -17.692
66 C -26.047 2.126 -17.789
67 H -28.800 0.397 -18.658
68 H -27.960 1.544 -19.712
69 H -27.900 1.410 -16.746
70 H -28.239 2.726 -17.803
71 H -25.561 2.344 -16.838
72 H -25.785 2.929 -18.478
73 O -31.227 1.668 -15.965
74 C -30.474 1.369 -14.991
75 O -29.960 0.114 -15.008
76 C -29.399 -0.287 -13.796
77 C -28.865 0.992 -13.351
78 C -29.843 2.058 -13.784
79 H -28.690 -1.091 -13.993
80 H -30.114 -0.657 -13.061
81 H -27.835 1.289 -13.548
82 H -28.944 0.964 -12.265
83 H -29.581 3.076 -14.073
84 H -30.750 2.118 -13.183


Run two
The following is a DFT calculation (ωB97M-V/def2-TZVPD) of 7 unconnected molecules or ions with the total composition C28H42O14.

Its SMILES is O=C1CCCO1.O=C1CCCO1.O=C1CCCO1.O=C1CCCO1.O=C1CCCO1.O=C1CCCO1.O=C1CCCO1. As for the orbital gap: 9.757 eV.

Atoms and positions in Å:
1 O 0.374 -4.933 -1.988
2 C -0.499 -5.718 -2.192
3 O -0.616 -6.351 -3.397
4 C -1.844 -7.059 -3.485
5 C -2.323 -7.260 -2.019
6 C -1.673 -6.110 -1.308
7 H -1.719 -7.985 -4.037
8 H -2.662 -6.509 -3.962
9 H -1.880 -8.203 -1.691
10 H -3.398 -7.274 -1.856
11 H -1.303 -6.419 -0.332
12 H -2.226 -5.167 -1.282
13 O -3.052 -3.043 0.097
14 C -2.667 -3.295 1.202
15 O -1.704 -2.592 1.802
16 C -1.323 -3.090 3.074
17 C -2.309 -4.266 3.324
18 C -3.090 -4.477 2.041
19 H -1.250 -2.327 3.850
20 H -0.305 -3.493 3.091
21 H -2.879 -4.081 4.236
22 H -1.660 -5.080 3.661
23 H -4.123 -4.278 2.334
24 H -2.998 -5.411 1.500
25 O -0.940 5.873 -3.828
26 C 0.210 5.621 -3.713
27 O 0.648 4.845 -2.679
28 C 2.037 4.659 -2.770
29 C 2.559 5.102 -4.151
30 C 1.373 5.958 -4.613
31 H 2.353 3.630 -2.572
32 H 2.564 5.191 -1.971
33 H 2.772 4.348 -4.901
34 H 3.420 5.730 -3.930
35 H 1.185 5.859 -5.678
36 H 1.496 7.030 -4.418
37 O 7.575 -1.473 3.106
38 C 6.658 -1.388 2.344
39 O 6.832 -0.962 1.087
40 C 5.590 -0.741 0.394
41 C 4.449 -1.184 1.356
42 C 5.219 -1.745 2.577
43 H 5.568 -1.427 -0.453
44 H 5.605 0.292 0.067
45 H 3.779 -1.934 0.955
46 H 3.950 -0.256 1.632
47 H 5.128 -2.827 2.719
48 H 4.913 -1.470 3.589
49 O -3.836 3.345 2.316
50 C -4.018 2.876 1.219
51 O -5.017 3.262 0.440
52 C -4.939 2.596 -0.811
53 C -4.394 1.213 -0.397
54 C -3.309 1.698 0.593
55 H -4.407 3.203 -1.545
56 H -5.961 2.453 -1.166
57 H -4.017 0.587 -1.202
58 H -5.244 0.761 0.114
59 H -2.424 2.084 0.070
60 H -2.851 1.019 1.308
61 O 0.364 2.178 2.103
62 C 0.625 3.321 2.337
63 O 0.847 4.284 1.444
64 C 1.327 5.493 2.097
65 C 0.822 5.367 3.573
66 C 0.850 3.868 3.728
67 H 0.880 6.318 1.548
68 H 2.407 5.432 1.966
69 H -0.221 5.646 3.711
70 H 1.530 5.953 4.152
71 H -0.012 3.544 4.311
72 H 1.799 3.550 4.163
73 O -1.719 -1.062 -2.802
74 C -0.872 -0.658 -2.058
75 O -0.245 0.514 -2.213
76 C 0.640 0.794 -1.126
77 C 0.935 -0.566 -0.547
78 C -0.404 -1.317 -0.783
79 H 0.049 1.495 -0.527
80 H 1.536 1.338 -1.430
81 H 1.033 -0.452 0.535
82 H 1.799 -1.034 -1.016
83 H -0.985 -1.032 0.088
84 H -0.385 -2.380 -1.004


Which structure is most stable, and how do the rest compare? From most to least stable: run two, run one.


Run one
The following is a DFT calculation (ωB97M-V/def2-TZVPD) of C5H4S in the gas phase.

Its SMILES is S=C1C=CC=C1. As for the orbital gap: 7.468 eV.

Atoms and positions in Å:
1 C 0.079 -0.375 0.087
2 C 0.283 0.319 -1.297
3 C -0.401 1.423 -1.391
4 C -1.056 1.696 0.043
5 C -0.806 0.529 0.807
6 H 1.009 -0.153 -1.990
7 H -0.307 2.194 -2.175
8 H -1.284 2.694 0.394
9 H -1.219 0.256 1.775
10 S 0.826 -1.659 0.781


Run two
The following is a DFT calculation (ωB97M-V/def2-TZVPD) of C5H4S in the gas phase.

Its SMILES is C#C/C=C\C=S. As for the orbital gap: 7.408 eV.

Atoms and positions in Å:
1 C -1.748 0.165 -0.009
2 C -0.594 1.042 -0.007
3 C 0.711 0.702 -0.008
4 C 1.278 -0.594 -0.008
5 C 1.888 -1.635 -0.006
6 H -2.694 0.744 0.017
7 H -0.828 2.097 -0.002
8 H 1.450 1.537 0.016
9 H 2.358 -2.602 0.010
10 S -1.819 -1.456 -0.005


Run three
The following is a DFT calculation (ωB97M-V/def2-TZVPD) of a molecular structure, C5H4S.

As for the orbital gap: 8.427 eV.

Atoms and positions in Å:
1 C -0.565 -0.202 1.251
2 C -0.577 -1.189 2.023
3 C 0.683 0.591 -0.416
4 C 0.290 -0.892 -0.381
5 C -0.734 0.697 0.077
6 S -1.380 -0.618 -1.171
7 H 1.549 0.956 0.291
8 H 0.996 0.784 -1.407
9 H 0.888 -1.871 -0.577
10 H -1.150 1.744 0.311


Which structure is most stable, and how do the rest compare? From most to least stable: run one, run two, run three.


Run one
The following is a DFT calculation (ωB97M-V/def2-TZVPD) of 2 unconnected molecules or ions with the total composition C3HN.

As for the orbital gap (alpha / beta): 7.973 / 8.229 eV.

Atoms and positions in Å:
1 C -1.737 -0.010 -0.022
2 C -0.576 -0.263 0.096
3 C 1.987 0.126 0.007
4 N 3.121 0.137 -0.033
5 H -2.794 0.010 -0.048


Run two
The following is a DFT calculation (ωB97M-V/def2-TZVPD) of C3HN in the gas phase.

Its SMILES is C#CC#N. As for the orbital gap: 11.298 eV.

Atoms and positions in Å:
1 C 0.035 1.000 0.802
2 C 0.049 -0.021 0.151
3 C -0.053 -1.006 -0.775
4 H -0.068 1.911 1.391
5 N 0.037 -1.884 -1.569


Which structure is most stable, and how do the rest compare? From most to least stable: run two, run one.


Run one
The following is a DFT calculation (ωB97M-V/def2-TZVPD) of 3 unconnected molecules or ions with the total composition C2H11NO3.

Its SMILES is NCCO.O.O. As for the orbital gap: 9.011 eV.

Atoms and positions in Å:
1 C -0.450 -1.748 0.501
2 O -1.100 -0.655 1.192
3 C 1.028 -1.434 0.274
4 N 1.243 -0.658 -0.960
5 H -0.350 -2.605 1.206
6 H -1.277 -1.940 -0.232
7 H -0.780 0.232 0.951
8 H 1.504 -1.164 1.218
9 H 1.615 -2.368 0.032
10 H 0.374 -0.521 -1.458
11 H 1.705 0.217 -0.827
12 H -0.344 2.456 1.322
13 H -1.839 2.470 0.916
14 O -1.017 1.978 0.822
15 H -0.081 2.666 -1.715
16 H -0.270 1.316 -1.221
17 O 0.040 1.758 -2.021


Run two
The following is a DFT calculation (ωB97M-V/def2-TZVPD) of 4 unconnected molecules or ions with the total composition C2H11NO3.

Its SMILES is C=NC.O.O.O. As for the orbital gap: 10.567 eV.

Atoms and positions in Å:
1 C -0.557 0.688 2.338
2 C 1.077 -0.036 0.817
3 N 0.228 0.838 1.127
4 H -1.493 0.258 2.008
5 H -0.862 1.678 2.682
6 H -0.040 0.165 3.138
7 H 1.601 0.088 -0.120
8 H 1.408 -0.804 1.526
9 H -0.200 3.952 -0.005
10 H -1.067 2.958 -0.849
11 O -0.873 3.893 -0.693
12 H 0.920 -2.979 -0.966
13 H 2.289 -2.344 -0.998
14 O 1.836 -3.169 -1.205
15 H -1.092 -2.022 -3.593
16 H -1.731 -1.130 -2.519
17 O -1.446 -2.034 -2.689


Which structure is most stable, and how do the rest compare? From most to least stable: run two, run one.


Run one
The following is a DFT calculation (ωB97M-V/def2-TZVPD) of C6H7N3O in the gas phase.

Its SMILES is [H]/N=C(/C#N)CC(=O)C(=C)N. As for the orbital gap (alpha / beta): 6.893 / 6.891 eV.

Atoms and positions in Å:
1 C 1.258 0.644 -0.147
2 C 0.273 0.383 -1.251
3 C -1.078 0.094 -0.672
4 C 1.030 -0.334 1.001
5 N -2.101 0.045 -1.543
6 C -1.122 0.111 0.735
7 N 1.916 -0.204 2.032
8 C 0.806 -1.787 0.841
9 O 0.506 0.362 -2.451
10 N 0.484 -2.891 0.976
11 H -1.848 0.188 -2.519
12 H -3.025 0.330 -1.251
13 H 2.716 0.385 1.790
14 H 1.073 1.645 0.263
15 H 2.284 0.688 -0.515
16 H -1.927 0.793 1.055
17 H -1.243 -0.453 1.654


Run two
The following is a DFT calculation (ωB97M-V/def2-TZVPD) of C6H7N3O in the gas phase.

Its SMILES is NC(=O)Nc1ccccn1. As for the orbital gap: 9.559 eV.

Atoms and positions in Å:
1 C 2.602 -0.926 0.045
2 C 2.916 0.469 -0.126
3 C 1.847 1.262 -0.194
4 C 0.219 -0.313 0.044
5 C 1.306 -1.325 0.196
6 C -2.255 -0.072 -0.081
7 H 3.348 -1.630 -0.008
8 H 4.138 0.945 -0.058
9 H 1.892 2.330 -0.296
10 H 0.920 -2.327 0.441
11 H -1.170 -1.651 0.468
12 H -1.265 1.751 0.389
13 H -2.858 1.840 0.271
14 N 0.501 0.940 -0.100
15 N -0.982 -0.805 0.051
16 N -2.211 1.176 0.465
17 O -3.245 -0.627 -0.428


Run three
The following is a DFT calculation (ωB97M-V/def2-TZVPD) of 2 unconnected molecules or ions with the total composition C6H7N3O.

As for the orbital gap: 8.758 eV.

Atoms and positions in Å:
1 C -1.602 0.600 -1.288
2 C 1.606 -0.043 -1.619
3 C 2.051 -2.023 -0.884
4 C 0.955 -0.192 -0.449
5 C -1.613 0.879 1.891
6 C 0.086 0.621 0.233
7 N -2.638 0.772 -1.757
8 N 1.229 -1.526 -0.065
9 N -0.428 0.168 1.418
10 O 2.326 -1.155 -1.833
11 H 1.994 0.822 -2.117
12 H 2.239 -3.040 -0.821
13 H -2.509 0.272 1.456
14 H -1.872 1.193 2.924
15 H -1.545 1.767 1.382
16 H 0.105 1.709 0.025
17 H -0.384 -0.825 1.504


Run four
The following is a DFT calculation (ωB97M-V/def2-TZVPD) of C6H7N3O in the gas phase.

Its SMILES is [H]/N=C(/NO)c1cccnc1. As for the orbital gap: 9.579 eV.

Atoms and positions in Å:
1 C 1.324 0.286 -0.505
2 C -0.051 0.065 -0.051
3 C -0.986 -0.599 -0.940
4 C -2.301 -0.825 -0.494
5 C -2.658 -0.292 0.775
6 C -0.534 0.487 1.153
7 H 3.456 -0.531 1.105
8 H 2.472 1.489 0.447
9 H 0.991 0.035 -2.566
10 H -0.603 -0.772 -1.980
11 H -3.094 -1.413 -0.914
12 H -3.696 -0.200 1.209
13 H 0.071 0.979 1.964
14 N 2.171 0.708 0.549
15 N 1.805 0.275 -1.702
16 N -1.818 0.352 1.629
17 O 3.451 -0.044 0.322


Which structure is most stable, and how do the rest compare? From most to least stable: run two, run three, run four, run one.